The following is a DFT calculation (ωB97M-V/def2-TZVPD) of C27H25Co2O6Si as an isolated structure.

Geometry as XYZ:
```
61
Properties=species:S:1:pos:R:3:forces:R:3
C -5.1859 0.7733 0.0539 -0.4540 0.5366 0.2062
Si -3.3946 1.3100 0.0510 0.8712 -1.5774 -0.0164
C -3.0132 2.0312 -1.6349 0.0962 0.0594 -0.1276
C -2.8912 2.5677 1.3451 -0.4302 0.3718 0.0400
C -2.4334 -0.3182 0.5700 -0.7399 0.6419 0.0058
C -1.3437 -0.6523 -0.3581 0.2583 -2.0101 -0.8765
C 0.0830 -0.2256 -0.0463 -1.0268 0.9459 -1.9700
C -1.7231 -1.1041 -1.6820 0.5172 0.8845 1.5861
C -3.0412 -1.6227 -1.9572 -0.4345 -0.0063 -0.2683
C -3.5899 -1.6205 -3.2396 0.5609 0.1679 0.5959
C -2.8301 -1.1483 -4.3121 -0.0531 0.1587 -0.6079
C -1.4833 -0.8173 -4.1096 0.6791 -0.1746 0.7116
C -0.9110 -0.8578 -2.8297 0.0595 -0.2411 -0.8603
H -5.3989 0.1329 0.9204 -0.0202 0.1437 -0.1869
H -5.8243 1.6647 0.1050 -0.2163 -0.2070 0.0012
H -5.4289 0.2249 -0.8677 0.1855 0.1162 0.2493
H -1.9550 2.3008 -1.7403 -0.1457 -0.0171 0.0485
H -3.2598 1.3542 -2.4612 0.0317 -0.0087 0.1907
H -3.6159 2.9445 -1.7534 0.1425 -0.0966 -0.0170
H -1.7983 2.6989 1.3755 -0.2841 -0.1055 -0.0304
H -3.3507 3.5353 1.1008 0.1466 -0.0118 0.2291
H -3.2439 2.2509 2.3356 0.1485 0.1343 -0.1098
H -2.0051 -0.0763 1.5482 -0.2573 -0.2026 0.3480
H -3.2019 -1.1187 0.6581 0.4195 0.3580 0.3116
H 0.6674 -0.7663 -0.8189 0.2093 0.6871 0.7246
H 0.0256 0.8474 -0.3265 0.8753 -0.1480 0.0008
H -3.6329 -2.0566 -1.1469 0.1546 0.3245 -0.1339
H -4.6155 -1.9644 -3.4044 0.3239 0.0262 0.0999
H -3.2638 -1.0656 -5.3086 0.0835 -0.0627 0.1984
H -0.8463 -0.5145 -4.9553 -0.3725 -0.2054 0.3610
H 0.1610 -0.6660 -2.6773 -0.5570 0.1892 -0.3481
O 6.1232 -3.7967 -0.1639 -0.7589 1.2380 0.5586
C 5.5747 -2.9693 0.4302 1.1663 -1.1546 0.0739
Co 4.8557 -1.7407 1.5144 -1.6006 -1.6331 -1.6866
C 5.8761 -2.0162 2.8817 0.4149 -0.7970 1.4681
O 6.5792 -2.1787 3.7808 -0.3652 0.3089 -0.7048
C 5.2104 -0.1120 1.0014 -0.3895 3.3653 -0.6748
O 5.3761 1.0186 0.7946 0.1243 -1.8801 0.2386
C 2.8875 -1.9161 1.9659 -0.1337 0.3974 3.4476
C 1.8605 -1.2385 1.4404 0.6517 -0.8118 0.7078
C 0.7938 -0.2536 1.3459 0.4129 0.2899 0.1011
C 1.4647 1.1242 1.6767 -0.1039 0.8463 0.5393
C 1.3509 1.7672 2.9285 -0.0472 0.4407 -0.6333
C 1.4351 3.1820 2.9967 -0.2843 -0.0975 0.0939
C 1.4529 3.9468 1.8235 0.4159 -0.7169 -0.5328
C 1.7874 3.2833 0.6126 0.0359 0.1424 0.9739
C 2.0263 1.8981 0.6324 -0.7762 0.1247 -0.5066
Co 2.4928 -2.5016 0.2478 0.8874 -1.1882 -2.4214
C 3.1273 -3.7990 -0.7149 1.5214 -3.1288 -0.6970
O 3.4874 -4.6849 -1.3621 -0.6602 1.4860 0.5974
C 3.1642 -1.3747 -0.9456 -0.0495 2.6751 -1.9789
O 3.4891 -0.5976 -1.7301 -0.0726 -0.9730 0.7805
C 0.9638 -3.3357 0.1772 -2.3910 -0.2913 0.6160
O -0.0841 -3.8118 0.2028 1.6552 0.3812 -0.2049
H 2.8396 -2.6226 2.8364 -0.1465 1.0246 -0.5136
H 0.0188 -0.4850 2.0946 0.3264 0.2398 0.1684
H 1.1955 1.1810 3.8413 -0.2407 0.2360 -0.3998
H 1.3852 3.6963 3.9673 -0.1082 -0.3858 -0.4320
H 1.2873 5.0349 1.8222 0.1105 -0.6485 0.1288
H 1.7678 3.8491 -0.3298 0.6055 -0.3442 0.4574
H 2.5561 1.4118 -0.2026 -0.9723 0.1834 0.0796
```
Positions in Å, forces in eV/Å.

The value obtained for the lowest unoccupied orbital energy is 1.09 eV. As for the total charge: -1. The calculation puts the orbital gap at 2.9 eV.

---

The following is a DFT calculation (ωB97M-V/def2-TZVPD) of C46H43BrClN2OP2RuS2 as an isolated structure.

Geometry as XYZ:
```
99
Properties=species:S:1:pos:R:3:forces:R:3
Ru -0.0024 -0.7647 0.4453 -0.2916 0.2373 -0.0199
C -1.6844 2.0460 -1.0125 -0.0416 -0.0122 0.0404
N -0.8595 3.0765 -0.4401 0.0852 -0.0320 0.0047
C 0.3688 2.7529 0.2438 -0.0658 0.0393 -0.0532
P 1.2313 1.2416 -0.3648 -0.0572 -0.2287 0.1265
C 2.9162 1.5589 0.2254 0.0176 0.1045 0.0503
C 3.1662 1.4921 1.5958 -0.0027 0.0269 -0.0404
C 4.4401 1.7519 2.0797 -0.0405 -0.0055 -0.0059
C 5.4686 2.0646 1.2018 -0.0079 0.0016 0.0085
C 5.2210 2.1326 -0.1623 -0.0016 -0.0100 -0.0132
C 3.9465 1.8895 -0.6528 -0.0419 -0.0491 0.0686
C 1.2633 1.3518 -2.1678 -0.0253 -0.1090 0.0156
C 1.2733 2.5676 -2.8495 0.0291 -0.0174 0.0344
C 1.2441 2.5771 -4.2354 0.0019 0.0336 -0.0126
C 1.2104 1.3821 -4.9431 0.0025 -0.0112 -0.0110
C 1.2063 0.1686 -4.2696 0.0078 -0.0051 0.0587
C 1.2259 0.1524 -2.8813 0.0035 0.0888 -0.0022
C -1.3387 4.3932 -0.3405 -0.0061 -0.0040 -0.0055
C -2.2293 4.9003 -1.2906 -0.0532 0.0498 -0.0566
C -2.7127 6.1957 -1.1822 0.0084 -0.0433 -0.0033
C -2.3088 7.0209 -0.1427 0.0188 -0.0102 0.0184
C -1.4099 6.5286 0.7911 -0.0045 -0.0243 -0.0228
C -0.9313 5.2287 0.7020 0.0227 0.0196 0.0525
P -1.9941 0.4840 -0.0074 0.4521 0.4518 -0.1096
C -2.6948 1.1266 1.5319 -0.0692 -0.1050 0.0538
C -3.3052 2.3832 1.5329 -0.0139 -0.0460 0.0224
C -3.8345 2.9029 2.7041 -0.0178 0.0374 -0.0043
C -3.7578 2.1802 3.8847 0.0224 -0.0391 -0.0074
C -3.1506 0.9315 3.8922 -0.0051 0.0213 -0.0037
C -2.6244 0.4035 2.7250 0.0380 0.0622 -0.0233
C -3.2326 -0.1644 -1.1489 -0.0411 -0.0639 -0.0212
C -4.5766 -0.1829 -0.7940 -0.0110 -0.0164 -0.0194
C -5.5162 -0.6590 -1.6968 -0.0012 -0.0036 -0.0139
C -5.1159 -1.1178 -2.9449 0.0179 0.0083 0.0205
C -3.7722 -1.0995 -3.2966 0.0041 0.0055 0.0148
C -2.8278 -0.6204 -2.4011 -0.0522 -0.0208 -0.0043
H -1.3097 1.6775 -1.9753 0.0216 0.0043 -0.0251
H -2.6735 2.4498 -1.2207 -0.0113 0.0144 0.0014
H 0.2448 2.5883 1.3260 0.0185 -0.0199 0.0205
H 1.0674 3.5851 0.1299 0.0162 0.0261 0.0139
H 2.3757 1.2106 2.2801 0.0086 0.0018 0.0133
H 4.6298 1.6989 3.1440 -0.0042 0.0014 -0.0077
H 6.4638 2.2579 1.5812 -0.0067 -0.0034 -0.0074
H 6.0214 2.3761 -0.8492 -0.0054 0.0001 0.0015
H 3.7641 1.9376 -1.7183 0.0008 0.0096 -0.0246
H 1.2957 3.5033 -2.3036 -0.0158 -0.0004 -0.0032
H 1.2460 3.5198 -4.7668 0.0008 -0.0023 0.0083
H 1.1853 1.3980 -6.0249 0.0035 0.0043 0.0075
H 1.1825 -0.7613 -4.8230 -0.0033 0.0044 0.0073
H 1.2100 -0.7887 -2.3394 0.0002 -0.0411 -0.0190
H -2.5267 4.2973 -2.1392 0.0063 0.0004 0.0157
H -3.3999 6.5653 -1.9328 0.0078 -0.0036 0.0065
H -2.6835 8.0325 -0.0661 0.0051 -0.0134 -0.0014
H -1.0819 7.1546 1.6112 -0.0038 -0.0074 -0.0087
H -0.2578 4.8645 1.4666 -0.0142 0.0071 -0.0164
H -3.3813 2.9709 0.6309 -0.0095 0.0303 -0.0305
H -4.3036 3.8781 2.6884 0.0063 -0.0122 -0.0027
H -4.1680 2.5895 4.7986 0.0016 -0.0019 -0.0053
H -3.0821 0.3646 4.8111 -0.0001 0.0010 -0.0032
H -2.1426 -0.5629 2.7511 -0.0058 -0.0090 0.0168
H -4.8871 0.1583 0.1863 0.0027 0.0000 -0.0128
H -6.5629 -0.6765 -1.4218 0.0155 -0.0021 -0.0067
H -5.8517 -1.4927 -3.6444 0.0098 0.0067 0.0115
H -3.4590 -1.4600 -4.2678 -0.0061 0.0034 0.0067
H -1.7769 -0.6187 -2.6719 0.0047 -0.0030 -0.0111
S -2.6289 -2.9143 0.6566 0.1436 -0.0411 0.1344
C -1.7745 -1.6107 0.6462 -0.2731 -0.0818 0.1233
Br 6.5616 -1.2269 -3.2614 -0.0165 -0.0015 0.0185
C 5.6856 -1.4398 -1.6038 -0.0151 0.0367 -0.0843
C 6.3932 -1.7739 -0.4650 0.0308 -0.0153 0.0663
C 5.6912 -1.8791 0.7255 0.0361 0.0199 0.0075
C 4.3235 -1.6522 0.7207 -0.0215 0.1081 -0.0629
N 3.6397 -1.3517 -0.3857 0.0992 -0.0179 0.0209
C 4.3162 -1.2395 -1.5262 -0.0342 -0.0996 0.0498
H 7.4621 -1.9344 -0.5063 -0.0088 -0.0032 0.0027
H 6.2019 -2.1211 1.6481 -0.0143 0.0015 -0.0131
H 3.7507 -1.6940 1.6416 -0.0103 -0.0177 -0.0231
H 3.7546 -0.9703 -2.4148 -0.0005 -0.0258 0.0086
C -2.6955 -7.0462 3.2726 0.0416 0.0451 -0.0114
C -1.6230 -6.2166 2.6216 -0.0244 -0.0335 -0.0171
C -1.3307 -6.3633 1.2654 0.0515 0.0321 -0.0011
C -0.3537 -5.5930 0.6577 -0.1041 -0.0366 0.0159
C 0.3501 -4.6729 1.4210 0.1576 -0.0128 0.0221
C 0.0742 -4.5041 2.7722 0.0454 0.0450 0.0328
C -0.9106 -5.2756 3.3623 -0.0397 -0.0399 0.0303
S 1.5562 -3.5727 0.7447 -0.2142 0.0909 -0.1901
C 2.3915 -4.6093 -0.4409 0.0150 0.0322 0.0399
O 0.7612 -2.6251 -0.1831 0.2710 -0.1814 -0.0954
H -3.0895 -7.7939 2.5870 -0.0033 -0.0018 0.0032
H -3.5230 -6.4139 3.5990 0.0039 -0.0032 -0.0036
H -2.3092 -7.5581 4.1546 0.0017 0.0023 -0.0049
H -1.8828 -7.0855 0.6771 0.0020 0.0012 0.0004
H -0.1700 -5.6984 -0.4030 0.0019 -0.0179 0.0086
H 0.6175 -3.7606 3.3451 -0.0338 -0.0461 -0.0192
H -1.1310 -5.1467 4.4151 0.0030 0.0001 -0.0042
H 1.6820 -4.9933 -1.1688 -0.0060 0.0005 -0.0108
H 2.8871 -5.4179 0.0953 -0.0158 0.0087 -0.0050
H 3.1226 -3.9673 -0.9280 0.0170 -0.0224 -0.0039
Cl 0.7593 -0.8720 2.6860 -0.0098 -0.0519 -0.1165
```
Positions in Å, forces in eV/Å.

Its spin multiplicity is 5. The value obtained for the lowest unoccupied orbital energy (spin up / spin down) is -2.25 / -3.72 eV. As for the total charge: +1. The calculation puts the orbital gap (spin up / spin down) at 6.4 / 6.3 eV.

---

What did we get for relative energy (zero: lowest compared OMol25 entry of this formula, charge and spin)? Answer: 90.1; 28.6 kcal/mol, in the order shown.
What did we get for largest force on an atom? Answer: 0.0690; 0.0126 Eh/bohr, in the order shown.